Model 1:
A 9-piece molecular cluster, H18O9 overall, computed with ωB97M-V/def2-TZVPD.

```
! RIJCOSX wB97M-V def2-TZVPD def2/J DEFGRID3
* xyz 0 1
O -7.344 20.197 -24.280
H -7.369 19.283 -23.972
H -6.414 20.425 -24.364
O -11.914 19.957 -19.521
H -11.192 19.433 -19.884
H -11.840 20.811 -19.958
O -13.343 17.563 -22.863
H -13.065 18.469 -22.703
H -14.187 17.487 -22.408
O -7.326 18.404 -19.396
H -8.033 19.012 -19.649
H -6.531 18.944 -19.364
O -8.773 20.822 -20.209
H -8.912 21.079 -19.290
H -8.210 21.508 -20.584
O -7.763 16.505 -21.613
H -8.558 17.035 -21.734
H -7.253 16.990 -20.949
O -9.540 21.824 -23.642
H -8.807 21.274 -23.974
H -9.231 22.732 -23.645
O -9.586 19.063 -22.319
H -9.344 19.686 -21.621
H -10.302 19.505 -22.788
O -9.356 17.207 -25.239
H -9.590 17.449 -24.336
H -9.749 16.338 -25.364
*
```

**Gap between HOMO and LUMO**: 10.3 eV
**HOMO energy**: -10.60 eV

Here is what Löwdin gives for the atomic charges, in e: atom 1 (O): -0.0426, atom 2 (H): 0.0515, atom 3 (H): 0.0560, atom 4 (O): -0.0536, atom 5 (H): 0.0141, atom 6 (H): 0.0322, atom 7 (O): -0.0574, atom 8 (H): 0.0217, atom 9 (H): 0.0341, atom 10 (O): -0.0490, atom 11 (H): 0.0022, atom 12 (H): 0.0488, atom 13 (O): -0.0445, atom 14 (H): 0.0774, atom 15 (H): 0.0772, atom 16 (O): -0.0731, atom 17 (H): -0.0057, atom 18 (H): -0.0022, atom 19 (O): -0.0764, atom 20 (H): -0.0105, atom 21 (H): 0.0301, atom 22 (O): -0.0487, atom 23 (H): -0.0126, atom 24 (H): 0.0427, atom 25 (O): -0.0551, atom 26 (H): 0.0060, atom 27 (H): 0.0373

***

Model 2:
A 9-piece molecular cluster, H18O9 overall, computed with ωB97M-V/def2-TZVPD.

```
! RIJCOSX wB97M-V def2-TZVPD def2/J DEFGRID3
* xyz 0 1
O 0.599 3.729 20.157
H 1.220 3.001 20.135
H 0.733 4.133 21.014
O 4.519 0.886 12.568
H 3.789 0.329 12.841
H 4.946 1.139 13.386
O 3.668 -3.010 13.686
H 3.205 -3.847 13.719
H 4.050 -2.912 14.558
O 2.523 0.605 20.964
H 2.802 -0.308 20.891
H 2.763 0.858 21.856
O 0.395 -4.887 14.633
H -0.246 -4.944 13.924
H 0.140 -4.106 15.124
O -0.211 -1.738 17.065
H -0.446 -0.866 17.382
H -0.411 -2.321 17.797
O 4.501 -3.259 17.304
H 5.029 -3.668 17.990
H 3.602 -3.322 17.624
O -0.279 2.093 13.282
H -0.017 1.399 13.887
H -0.771 2.710 13.824
O 2.277 0.547 16.007
H 1.783 -0.266 16.114
H 2.375 0.888 16.896
*
```

**Gap between HOMO and LUMO**: 10.3 eV
**HOMO energy**: -10.71 eV

Here is what Löwdin gives for the atomic charges, in e: atom 1 (O): -0.0517, atom 2 (H): 0.0086, atom 3 (H): 0.0288, atom 4 (O): -0.0539, atom 5 (H): 0.0219, atom 6 (H): 0.0253, atom 7 (O): -0.0516, atom 8 (H): 0.0208, atom 9 (H): 0.0101, atom 10 (O): -0.0494, atom 11 (H): 0.0301, atom 12 (H): 0.0337, atom 13 (O): -0.0502, atom 14 (H): 0.0342, atom 15 (H): 0.0170, atom 16 (O): -0.0457, atom 17 (H): 0.0359, atom 18 (H): 0.0355, atom 19 (O): -0.0443, atom 20 (H): 0.0327, atom 21 (H): 0.0272, atom 22 (O): -0.0503, atom 23 (H): 0.0166, atom 24 (H): 0.0275, atom 25 (O): -0.0427, atom 26 (H): 0.0051, atom 27 (H): 0.0286

***

Of the structures shown above, model 2 is the least stable.